This record from the OMol25 dataset describes a molecular structure, C39H54N3O3P2PtS at a distorted geometry. The level of theory is ωB97M-V/def2-TZVPD.

Its multiplicity is 5. As for the frontier orbital gap (alpha / beta): 7.2 / 6.2 eV. As for the net charge: +1.

Last column: Mulliken spin population.
Element x y z (Å)
Pt1 0.0776 -0.3259 -0.0748  0.75
C1 -1.9679 1.0539 -3.9947  0.02
C2 -2.8693 1.0546 -2.7582  0.09
C3 -3.8990 2.2055 -2.7773  0.01
P1 -1.9146 0.9691 -1.1640  0.15
C4 -3.2300 0.6070 0.1125  0.09
C5 -3.9767 -0.6588 -0.3193  0.01
C6 -4.1881 1.7480 0.4533  0.01
C7 -1.1380 2.5905 -0.8920  -0.01
C8 -1.1273 3.6706 -1.7722  -0.01
C9 -0.3447 4.7940 -1.5355  0.02
C10 -0.3392 5.9584 -2.4882  0.00
C11 0.4587 4.8247 -0.3944  0.00
C12 0.4622 3.7743 0.5023  0.05
C13 -0.3311 2.6557 0.2573  0.04
N1 -0.3178 1.5326 1.0880  0.58
C14 -0.9228 1.5353 2.2837  0.03
C15 -1.6558 2.6577 2.7634  0.15
C16 -2.4476 2.5271 3.8746  -0.04
C17 -2.5682 1.2999 4.5416  0.18
C18 -3.4669 1.1627 5.7316  -0.01
C19 -1.7960 0.2116 4.1024  -0.03
C20 -0.9402 0.3219 3.0343  0.36
P2 0.5565 -0.8446 2.5157  0.80
C21 1.5921 -0.3539 3.9956  0.09
C22 2.2788 0.9768 3.6615  0.04
C23 0.9577 -0.2624 5.3814  0.00
C24 -0.1916 -2.5331 2.6805  -0.13
C25 -0.3014 -3.1454 4.0732  0.02
C26 -1.5334 -2.5471 1.9385  0.17
H1 -2.5928 0.9854 -4.8864  0.00
H2 -1.2972 0.1955 -3.9974  0.00
H3 -1.3659 1.9580 -4.0698  0.00
H4 -3.4017 0.1014 -2.7640  0.01
H5 -3.8756 2.7053 -3.7465  0.00
H6 -3.7167 2.9565 -2.0109  0.00
H7 -4.9095 1.8262 -2.6292  0.00
H8 -2.6637 0.3560 1.0075  0.02
H9 -4.7309 -0.4358 -1.0752  0.00
H10 -4.4907 -1.0933 0.5391  0.00
H11 -3.2931 -1.4135 -0.7173  0.00
H12 -4.9192 1.9068 -0.3379  0.00
H13 -3.6580 2.6847 0.6309  0.00
H14 -4.7325 1.4899 1.3645  0.00
H15 -1.7305 3.6490 -2.6697  0.00
H16 -0.8881 5.7309 -3.4004  0.00
H17 0.6836 6.2268 -2.7546  0.00
H18 -0.7970 6.8332 -2.0237  0.00
H19 1.0977 5.6814 -0.2174  0.00
H20 1.0930 3.7874 1.3832  0.00
H21 -1.6123 3.5914 2.2191  -0.01
H22 -3.0121 3.3800 4.2308  0.00
H23 -4.1271 2.0224 5.8253  0.00
H24 -2.8749 1.0869 6.6471  0.02
H25 -4.0705 0.2570 5.6632  0.01
H26 -1.8751 -0.7211 4.6477  0.00
H27 2.3581 -1.1323 4.0288  0.00
H28 1.5591 1.7985 3.7024  0.00
H29 2.7285 0.9591 2.6673  -0.01
H30 3.0608 1.1807 4.3944  0.00
H31 0.3362 0.6250 5.4798  0.00
H32 1.7600 -0.1799 6.1177  0.00
H33 0.3630 -1.1366 5.6380  0.00
H34 0.4884 -3.1516 2.0966  0.01
H35 -1.0653 -2.6666 4.6876  0.00
H36 0.6489 -3.1119 4.6066  0.00
H37 -0.5843 -4.1948 3.9698  0.00
H38 -2.3329 -2.0867 2.5217  0.01
H39 -1.8142 -3.5713 1.6934  0.00
H40 -1.4433 -2.0068 0.9824  -0.03
C27 6.9025 -2.9544 -1.9271  0.00
C28 5.3999 -2.9676 -1.8772  0.00
C29 4.7035 -1.8604 -1.3928  0.00
C30 3.3227 -1.8665 -1.3029  0.00
C31 2.6219 -2.9855 -1.7288  -0.03
C32 3.2921 -4.0871 -2.2385  0.00
C33 4.6767 -4.0775 -2.3014  0.00
S1 0.8471 -3.1497 -1.5966  0.02
O1 0.5177 -3.5971 -0.2690  0.01
O2 0.4207 -3.9653 -2.6960  0.01
N2 0.2044 -1.6377 -1.7321  0.13
C34 0.7245 -0.7992 -2.6928  -0.01
C35 1.0906 -1.1641 -3.9982  0.01
C36 1.6058 -0.1934 -4.8279  0.00
C37 1.7435 1.1157 -4.3638  0.01
C38 1.3743 1.3952 -3.0670  0.01
N3 0.8805 0.4608 -2.2516  0.10
H41 7.3123 -2.6452 -0.9653  0.00
H42 7.2564 -2.2481 -2.6805  0.00
H43 7.2989 -3.9369 -2.1754  0.00
H44 5.2572 -0.9821 -1.0816  0.00
H45 2.8094 -1.0181 -0.8775  0.04
H46 2.7136 -4.9361 -2.5796  0.00
H47 5.1996 -4.9418 -2.6911  0.00
H48 0.9581 -2.1924 -4.3031  0.00
H49 1.9047 -0.4459 -5.8369  0.00
H50 2.1198 1.8982 -5.0070  0.00
H51 1.4763 2.3913 -2.6514  0.00
C39 2.8870 -2.3032 1.8156  0.04
O3 1.9516 -1.2550 1.5566  0.17
H52 2.7314 -3.1217 1.1139  0.01
H53 2.7780 -2.6933 2.8316  0.00
H54 3.8931 -1.9006 1.6948  0.01

This record from the OMol25 dataset describes a single C3H6N4 molecule at a distorted geometry. The level of theory is ωB97M-V/def2-TZVPD.

For the relative energy (zero: lowest compared OMol25 entry of this formula, charge and spin), the calculation gives 22.61 kcal/mol. As for the frontier orbital gap: 10.7 eV. As for the structure (SMILES): Cc1ncnn1N.

Last column: Löwdin charge in e.
Element x y z (Å)
C1 -1.5952 0.8199 0.4160  -0.02
C2 -0.1469 0.5525 0.2940  -0.36
N1 0.8527 1.2498 0.8174  0.10
C3 1.9753 0.5794 0.4186  -0.23
N2 1.7622 -0.5071 -0.2838  0.09
N3 0.4019 -0.5194 -0.3475  -0.21
N4 -0.3072 -1.5387 -0.9784  0.09
H1 -1.6719 1.7652 0.9364  0.08
H2 -2.0910 0.7947 -0.5719  0.09
H3 -2.0393 0.0178 0.9925  0.08
H4 2.9673 0.8984 0.6936  0.10
H5 0.0434 -1.6882 -1.9290  0.09
H6 -0.1513 -2.4243 -0.4578  0.11

This record from the OMol25 dataset describes 2 unconnected molecules or ions with the total composition C5H8N at a distorted geometry. The level of theory is ωB97M-V/def2-TZVPD.

For the relative energy (zero: lowest compared OMol25 entry of this formula, charge and spin), the calculation gives 117.39 kcal/mol. As for the frontier orbital gap: 7.7 eV. As for the net charge: +1.

Last column: Löwdin charge in e.
Element x y z (Å)
C1 -3.2480 -0.3572 0.5913  0.20
C2 3.1555 0.4359 0.5350  0.03
C3 -1.3313 0.7926 -0.3402  0.10
C4 2.1423 -0.0805 -0.1013  -0.13
C5 1.2220 -0.8599 -0.7294  -0.05
N1 -2.3886 0.4874 0.1382  0.04
H1 -3.8374 -0.7140 -0.1971  0.10
H2 -3.3517 -0.4604 1.7382  0.17
H3 4.0279 -0.2664 0.4763  0.11
H4 3.2222 1.4267 0.9663  0.07
H5 -0.3620 0.1761 -0.5864  0.09
H6 0.7878 -1.6253 -0.1050  0.08
H7 1.0888 -0.8034 -1.7600  0.05
H8 -1.1276 1.8483 -0.6261  0.14

This record from the OMol25 dataset describes a single C10H10O2 molecule at a distorted geometry. The level of theory is ωB97M-V/def2-TZVPD.

For the relative energy (zero: lowest compared OMol25 entry of this formula, charge and spin), the calculation gives 58.30 kcal/mol. As for the frontier orbital gap: 9.6 eV. As for the structure (SMILES): O=C(O)C1Cc2ccccc2C1.

Last column: Löwdin charge in e.
Element x y z (Å)
O1 0.9402 0.3694 3.3795  0.10
C1 1.2567 0.5392 2.2167  -0.51
O2 2.4542 1.0886 1.9463  0.10
C2 0.3558 0.5193 1.0907  -0.26
C3 0.9865 0.7640 -0.2965  -0.06
C4 -0.2267 0.3845 -1.1066  -0.20
C5 -0.5396 0.6741 -2.4497  0.00
C6 -1.2548 -0.3546 -3.1578  -0.07
C7 -1.8396 -1.3818 -2.3979  -0.12
C8 -1.6694 -1.4605 -1.0205  -0.03
C9 -0.8096 -0.5712 -0.3115  -0.25
C10 -0.5131 -0.7197 1.0645  -0.08
H1 2.8160 1.2260 2.8571  0.15
H2 -0.3893 1.3924 1.0961  0.20
H3 1.6023 -0.2278 -0.4672  0.17
H4 1.6288 1.5801 -0.6178  0.13
H5 0.0072 1.3585 -3.1238  0.11
H6 -1.4921 -0.4716 -4.1942  0.09
H7 -2.3693 -2.3696 -2.6828  0.13
H8 -2.2846 -2.2370 -0.4301  0.14
H9 -1.2966 -0.7471 1.7718  0.13
H10 0.1455 -1.5264 1.3956  0.15

| no. | E (hartree) |
| --- | --- |
| 1 | -3108.38868 |
| 2 | -336.91322 |
| 3 | -249.63806 |
| 4 | -537.47421 |